No. 1
10 unconnected molecules or ions with the total composition C27H66BF4O21P4, computed with wB97M-V/def2-TZVPD.

Geometry as XYZ:
```
123
Properties=species:S:1:pos:R:3
O 4.90 2.08 -0.12
H -5.35 -0.81 0.22
C 3.76 0.51 2.80
C 1.74 4.38 3.94
C -1.67 -7.47 0.15
C 0.47 -1.60 -3.11
H 1.75 5.70 -6.20
O 7.03 1.89 1.58
C -2.28 -6.92 4.54
H 2.11 -3.36 1.56
P -3.37 3.52 -1.69
H 2.47 3.57 3.49
H 2.76 -2.10 -5.21
H -3.25 -3.18 1.24
H 7.40 3.58 2.91
H -3.23 -7.36 4.68
H 8.62 2.28 2.85
H -3.74 -0.77 0.98
H 2.76 0.70 2.16
H 3.20 -1.61 -1.40
C -5.28 0.24 2.23
O 4.70 3.04 2.09
C 2.32 -4.19 0.82
H -2.33 0.34 -2.74
O 0.80 5.84 -1.50
C 1.58 -1.03 -4.00
C -2.99 -3.41 2.21
C 0.43 3.97 3.52
H -4.94 0.78 4.46
H -3.66 6.56 -3.36
H -0.92 -7.03 -0.57
F 0.36 0.38 0.40
C 2.68 -1.96 -4.26
H -2.51 6.30 -2.11
H 2.69 -2.81 -3.72
C -2.52 1.09 -2.11
H -4.65 0.79 0.42
O -2.00 -3.80 -4.05
H -3.62 -2.75 2.82
F -1.41 0.21 1.67
H -1.01 2.31 3.40
C -1.57 -4.32 -3.03
H -1.51 -7.53 4.94
H 0.58 1.98 3.01
H 0.11 2.54 -1.49
O -3.94 4.69 -2.57
O -2.14 -6.21 0.68
H 3.50 -1.75 0.23
H 3.71 -1.48 -4.06
H 3.52 1.70 -1.83
O -4.10 -7.11 2.05
C 2.69 -3.52 -0.50
O 1.47 0.12 -4.47
H 1.74 -1.65 -0.24
H 3.98 1.28 3.57
O 4.95 0.60 2.03
O 3.06 -4.18 -1.45
P 0.67 4.98 -2.87
H -0.62 -1.49 -3.74
H 0.00 2.17 4.78
O -2.62 2.37 -2.60
H 0.88 4.34 -5.40
H -1.32 -3.67 -0.83
H -1.22 2.39 0.36
H 7.18 2.28 3.67
H 1.72 4.12 5.02
C -0.51 -5.29 -3.09
H 1.41 -4.81 0.66
P -2.98 -6.18 2.05
H -1.94 -3.12 2.22
H -1.75 3.83 1.23
O -0.72 4.82 -3.17
H -2.35 -5.95 4.97
H -4.42 1.76 3.16
H -1.11 -7.83 1.13
H 1.88 5.57 3.57
H 0.47 -1.09 -2.05
H -2.84 2.65 0.83
C -2.05 3.13 0.57
H 1.19 1.72 -2.18
C -0.03 2.52 3.73
H 2.54 4.39 -5.19
H 0.11 2.10 -3.23
C -4.49 0.87 3.43
H 0.40 -4.80 -2.71
O -1.94 -6.74 3.12
F 0.20 -1.36 1.79
H 2.92 1.64 -0.21
H 4.03 0.42 -0.83
H -0.11 -5.77 -4.02
C -2.12 -4.00 -1.52
B -0.48 -0.49 0.94
C 1.58 5.17 -5.22
P 5.40 1.86 1.35
H 3.50 -0.53 3.39
H 2.16 4.63 -0.61
H 2.10 6.07 0.10
H -3.30 0.52 -1.46
O -2.34 3.97 -0.50
H -1.72 1.00 -1.42
C 7.61 2.52 2.70
O 1.40 3.64 -2.82
F -1.14 -1.24 -0.05
O 1.26 5.91 -4.10
O -3.42 -4.76 2.65
H 0.56 -2.67 -2.78
C 1.50 5.33 -0.37
O -0.59 4.71 3.32
H -3.50 0.42 3.43
C 0.67 2.52 -2.43
H 3.00 -4.88 1.14
H -2.49 -4.95 -1.10
H -0.61 -6.32 -2.50
H -4.32 6.45 -1.51
C -3.55 6.07 -2.30
C 2.87 -2.03 -0.42
H -2.80 -3.06 -1.64
O -4.47 2.83 -1.03
C -4.69 -0.13 0.89
O -6.49 0.17 2.49
C 3.74 1.44 -0.74
H -2.64 -7.92 -0.24
H 0.86 4.77 0.24
```

Properties
Gap between HOMO and LUMO: 8.82 eV
Calculated total energy: -4438.3344 hartree
E_LUMO: 2.022 eV
Charge: -1



No. 2
7 unconnected molecules or ions with the total composition C27H67O15P, computed with wB97M-V/def2-TZVPD.

Geometry as XYZ:
```
110
Properties=species:S:1:pos:R:3
C -3.35 -6.62 0.06
H 2.27 1.75 -2.62
C 5.44 -0.41 -3.74
H 4.76 2.56 4.96
H 0.26 -8.51 -0.65
H -0.84 -0.15 5.43
O 3.58 -0.83 -2.06
C -5.20 -2.79 4.83
H 1.80 4.54 -3.53
H -5.84 -3.17 4.03
H 4.87 0.73 -2.11
H 1.34 1.42 -5.40
O -0.52 8.51 -2.06
H 3.63 3.50 6.00
H 0.15 -3.31 -1.26
O -0.97 -0.29 -0.29
C 3.83 2.54 5.51
H -2.40 0.41 -4.99
H 0.29 -0.04 1.38
C -2.10 4.67 0.06
O -0.55 -6.73 1.27
H 1.48 3.19 5.72
P -0.80 -6.15 -0.05
C -5.99 -2.90 6.12
C -0.15 7.22 -1.64
C 5.27 -1.90 -5.60
H 0.73 2.26 -3.29
H 3.28 -2.78 -2.83
O -2.17 -6.60 -0.73
H 0.78 -8.09 -2.31
C -4.24 -1.22 3.37
C 2.20 1.70 -4.80
H 5.61 -0.86 -1.66
O 0.28 0.75 3.77
O -1.07 5.25 -0.68
H -1.97 7.12 -0.55
H -3.75 -2.09 2.93
H 0.04 -2.91 0.48
H 5.29 -2.98 -5.74
H -8.38 -4.23 6.89
H 0.36 -0.26 -3.33
H 1.00 -0.22 -0.97
H -0.53 2.27 5.00
O -6.46 -4.20 6.18
H -7.47 -5.50 7.44
O -4.75 -1.47 4.65
H 0.31 8.31 -3.91
H 6.21 -1.47 -5.97
C 3.45 3.63 -4.66
H -2.95 4.31 -0.53
C -1.42 6.49 -1.27
H 1.12 -4.18 0.01
O -1.50 0.38 -3.16
O 2.97 2.65 -5.55
H -1.75 3.83 0.66
C 0.18 -3.70 -0.25
C 4.88 -0.35 -2.31
H 4.54 -2.63 -1.62
H 4.79 0.23 -4.34
C 1.81 2.31 -3.44
H 4.45 3.37 -4.28
H 1.85 -7.97 -1.00
H 6.50 -0.11 -3.70
C 0.01 0.17 -1.21
C -0.42 -0.34 -2.56
H 0.75 -0.69 5.06
H 0.49 7.24 -0.75
H -7.15 -3.82 8.11
O 2.80 2.16 4.62
H -0.64 -1.42 -2.58
H 3.02 3.85 -2.55
H 0.36 6.65 -2.43
H 3.65 4.63 -5.05
H 4.42 -1.40 -6.04
H 0.28 2.75 3.60
C -7.36 -4.44 7.25
C 3.57 -2.24 -1.92
O -0.97 -4.56 -0.10
H -5.02 -0.97 2.64
C 0.80 -7.78 -1.26
C 0.35 2.01 4.40
H -4.04 -7.40 -0.28
H -1.45 -0.16 1.67
H 3.93 1.83 6.33
H 0.02 1.26 -1.30
H 1.34 9.21 -2.71
H -0.61 -1.13 4.01
C 1.56 2.17 5.29
H -4.34 -3.47 4.85
H -3.53 -0.39 3.36
C -0.16 -0.32 4.58
C -0.69 0.24 1.00
H -6.77 -2.12 6.15
H 1.47 1.50 6.15
H -3.10 -6.86 1.09
H 2.85 0.84 -4.64
O 5.30 -1.75 -4.17
H -2.90 -0.92 -3.86
H -1.34 -0.88 -4.83
H -2.07 6.25 -2.13
O 0.30 -6.47 -1.18
C -2.07 -0.32 -4.24
C 2.48 3.68 -3.49
C 0.33 9.03 -3.10
H -0.08 10.01 -3.32
H -3.93 -5.70 -0.06
H -2.46 5.39 0.81
H -5.39 -2.46 6.95
H 2.91 -2.47 -1.08
H -0.96 1.30 1.02
```

Properties
Gap between HOMO and LUMO: 10.12 eV
Calculated total energy: -2538.6667 hartree
Energy above the lowest of the compared OMol25 structures with the same formula, charge and spin: 25.45 kcal per mole
SMILES: COP(=O)(OC)OC.C1CCOC1.COCCOC.COCCOC.COCCOC.COCCOC.COCCOC
E_LUMO: 0.650 eV



No. 3
A molecular structure, C27H70F6LiO18, computed with wB97M-V/def2-TZVPD.

Geometry as XYZ:
```
122
Properties=species:S:1:pos:R:3
O 1.04 1.35 -0.05
H -4.09 1.47 1.21
C -4.72 0.95 -3.04
C 1.65 0.39 0.83
F 0.10 0.90 2.59
H -5.50 1.68 -2.82
H -0.18 -2.77 1.99
H -4.66 -0.61 3.35
H -1.55 -5.42 -2.01
H -1.53 -0.20 4.36
C 3.51 -1.13 -6.07
H 1.52 0.62 -1.82
O 2.77 0.92 1.32
C -3.62 1.08 -2.00
O 2.71 -0.88 -7.21
H 2.70 0.28 5.65
O -2.90 -1.59 3.68
O 2.61 0.09 4.67
H -0.02 -6.17 -4.78
H -2.54 1.07 0.56
H -4.33 1.11 -4.05
H -3.65 -0.86 1.92
O -0.80 -3.50 3.81
O 0.01 4.35 3.13
H 4.66 0.86 1.28
H 3.03 -3.30 -0.32
H -6.90 -1.38 -3.77
C -1.13 2.67 5.79
C -0.04 4.21 1.71
O 6.58 0.77 -1.80
O 1.48 -4.26 -1.23
O -1.93 5.10 -5.45
H -0.55 5.07 1.28
C -2.55 4.40 -4.35
H -6.92 0.31 -4.04
H 3.32 -2.10 -5.60
C -1.53 -1.17 3.85
C -0.56 2.01 7.02
C 1.33 -0.78 -6.84
F 1.27 3.43 9.06
H -0.53 2.48 4.90
H -0.95 0.98 7.11
C -0.66 -5.31 -4.51
H -0.01 -1.62 -3.08
H 3.40 -0.31 -5.36
H -3.20 2.09 -2.10
H -0.99 3.76 5.85
F -0.49 -0.57 1.12
H 0.84 -0.73 -7.82
H 1.34 -2.93 -6.58
H -0.27 -2.20 -6.49
H 1.36 0.32 7.95
H 0.11 -4.43 2.27
H 1.51 -2.43 -0.20
O -0.26 -4.62 -3.38
H 0.09 -0.36 -4.31
C -0.85 -2.30 4.58
O 5.63 0.98 1.29
O 0.84 1.88 6.83
H -0.19 -5.03 -0.10
H 1.19 0.15 -6.29
C 0.04 2.14 -2.05
C -0.48 -5.33 -2.19
F 2.46 1.96 10.08
H -3.34 2.60 0.07
C -0.13 -1.41 -4.14
H 4.58 0.83 -1.11
O 2.93 1.44 7.32
C 1.95 -3.44 -0.19
H -2.52 5.01 -6.20
H -0.40 -3.55 -1.04
C 0.15 -3.46 2.77
H -0.86 2.56 7.91
H -2.17 2.45 5.56
C 5.19 0.90 -2.02
O -4.26 1.00 -0.75
F 0.99 -1.07 2.61
H 1.97 -0.62 4.59
H -0.49 3.26 1.42
H -0.62 -4.69 -5.41
H 0.17 -1.98 4.85
H -1.40 -2.63 5.46
O 3.75 3.39 0.26
H -0.08 1.91 -3.11
H 1.83 -0.47 0.17
H -1.70 -5.65 -4.50
H -0.19 0.15 -1.30
H -3.29 0.43 3.16
H 1.92 -3.86 0.81
H -0.95 2.47 -1.70
C 0.79 -2.06 -6.22
C 1.72 1.37 7.87
C -6.23 -0.54 -3.98
C 0.10 -4.53 -1.03
H 3.19 2.66 0.61
H 0.66 3.01 -1.89
H 4.75 0.14 -2.68
F 0.31 1.61 9.79
H -5.82 -0.73 -4.97
Li 2.91 1.53 3.35
C 1.43 2.09 9.22
H 4.92 1.85 -2.47
H -1.08 -1.10 2.86
H 5.96 0.32 0.68
H 6.79 -0.15 -1.63
H 3.49 3.47 -0.66
H 0.01 -6.32 -2.21
H -3.31 3.69 -4.70
H -2.82 0.34 -2.12
C -3.49 1.54 0.31
H -1.16 -1.68 -4.39
C -3.63 -0.59 2.98
H 1.18 -3.21 3.05
C 0.56 -0.09 1.81
H 0.84 3.91 3.37
H -3.08 5.14 -3.76
O 0.87 -2.17 -4.80
C 0.59 0.92 -1.31
H 4.57 -1.22 -6.33
H 0.96 4.23 1.25
H -1.79 3.83 -3.82
O -5.26 -0.36 -2.99
```

Properties
Gap between HOMO and LUMO: 6.52 eV
Calculated total energy: -3031.6257 hartree
E_LUMO: 1.589 eV
Charge: -1



No. 4
A molecular structure, C27H70I2O11Si2, computed with wB97M-V/def2-TZVPD.

Geometry as XYZ:
```
112
Properties=species:S:1:pos:R:3
C -3.95 -0.97 3.68
H -0.55 1.73 -9.42
C -8.73 0.71 7.22
C -1.85 7.37 3.62
H 4.41 3.04 -0.36
H 4.48 -3.79 3.73
H -0.40 1.90 -2.84
H 2.99 0.54 -8.90
H -8.20 0.16 5.21
C 2.80 0.96 -9.89
C -4.66 -1.12 2.34
O 3.46 0.81 -5.68
C -9.99 -0.89 5.76
H -4.55 -0.21 1.74
C 4.04 -4.65 4.23
H 1.77 -3.43 -2.90
H -2.48 0.09 2.96
O -2.96 6.49 3.44
H 4.72 -4.98 5.01
H -2.21 8.38 3.42
O 0.48 -1.81 -2.56
H 3.21 -2.26 5.39
H 2.18 1.18 -1.58
O 5.37 1.18 -0.74
H -8.11 -1.78 7.26
C -1.35 7.28 5.06
C 1.78 -2.33 -2.78
H 0.44 0.66 -8.45
C -1.18 -0.13 -3.29
C 4.29 1.80 -5.08
H 3.31 3.22 -3.76
H -7.74 1.11 7.46
C 0.19 -0.81 -3.53
H 2.23 -5.16 5.28
H -1.60 0.17 -4.27
H 0.13 0.26 -10.15
O 2.12 -5.93 -1.97
C -4.54 0.17 4.49
H 0.15 -1.30 -4.53
O 4.80 2.36 -2.70
H -2.15 7.53 5.76
H 2.45 -2.09 -1.93
H -4.03 -1.90 4.24
O -2.56 -0.73 3.45
H -4.22 -1.94 1.76
H 3.93 -5.44 3.49
H -5.60 0.01 4.69
H -9.90 -1.63 4.96
H -10.69 -0.12 5.44
C 2.68 -4.28 4.82
H -1.03 6.26 5.29
C 3.55 -7.38 -0.68
H 2.97 1.52 -3.38
H 5.34 1.44 -5.09
C 4.38 1.97 -0.08
H 3.00 -8.26 -1.03
O 1.78 2.93 -8.94
C 3.49 -6.27 -1.72
H -9.39 1.54 6.95
H -4.43 1.12 3.96
C 0.33 1.08 -9.45
H 3.26 0.11 -5.07
C 3.78 2.22 -3.67
H 1.82 -2.91 6.25
O 1.80 -3.87 3.77
H 3.81 -4.64 -0.33
C -0.75 7.01 2.63
H -0.41 5.99 2.79
C 4.25 -5.04 -1.25
C -0.72 0.78 -0.91
H -0.09 -0.12 -0.83
C 1.57 1.86 -9.86
H -10.42 -1.41 6.62
H 6.14 0.83 -2.56
C -1.08 1.14 -2.41
H -2.65 5.59 3.62
H -5.72 -1.33 2.48
H 4.23 2.69 -5.73
H 0.11 7.68 2.73
H 4.18 -4.24 -2.00
H 3.68 1.54 -10.17
H -4.02 0.28 5.44
H -9.11 0.24 8.13
Si 0.00 2.33 -0.11
H 2.25 -1.92 -3.71
C 2.80 -3.17 5.85
H -1.68 0.53 -0.43
C -8.63 -0.31 6.10
H 4.45 0.32 -2.43
H 5.30 -5.26 -1.07
C 5.17 1.12 -2.13
I 2.59 -1.11 0.68
H 4.58 -7.68 -0.49
I -1.66 3.07 1.61
O -7.74 -1.36 6.48
H -0.51 7.96 5.23
H 2.19 -3.09 3.36
H 4.66 1.95 1.00
H 3.10 -7.06 0.26
H -1.12 7.08 1.61
H 0.12 3.46 -1.04
H -2.07 1.63 -2.36
H 1.41 2.31 -10.84
H 1.04 -0.09 -3.58
H 3.45 -3.46 6.67
Si 2.62 1.23 -0.18
H 2.67 0.14 -10.59
O 1.47 2.09 0.73
H 1.92 2.55 -8.07
H 3.90 -6.62 -2.66
H 1.74 -5.61 -1.14
H -1.90 -0.81 -2.80
```

Properties
Gap between HOMO and LUMO: 10.00 eV
Calculated total energy: -3072.8101 hartree
E_LUMO: 0.293 eV